C28H39F6N2O5PS2V | wB97M-V/def2-TZVPD

ORCA input file:
```
! wB97M-V def2-TZVPD RIJCOSX def2/J DEFGRID3
* xyz 0 4
V -0.94 -0.03 -0.14
F -5.39 -2.95 0.74
C -4.96 -1.69 0.75
F -6.00 -0.87 0.75
F -4.25 -1.49 1.86
S -3.91 -1.41 -0.77
O -2.55 -1.59 -0.25
O -4.38 -2.35 -1.73
N -4.21 0.07 -1.26
S -3.53 1.28 -0.53
O -2.55 1.97 -1.33
O -3.12 0.97 0.82
C -4.91 2.50 -0.40
F -5.91 2.01 0.32
F -4.43 3.59 0.19
F -5.35 2.82 -1.61
C -0.88 2.55 2.72
C -1.19 1.17 3.31
C -0.95 1.15 4.82
P -0.34 -0.10 2.28
C -0.48 -1.73 3.15
C -0.30 -2.84 2.11
C 0.49 -1.96 4.31
C 1.41 0.34 2.14
C 2.24 0.62 3.23
C 3.55 1.03 3.08
C 4.43 1.31 4.27
C 4.02 1.18 1.78
C 3.22 0.92 0.68
C 1.89 0.49 0.82
N 1.06 0.27 -0.28
C 1.74 0.21 -1.54
C 1.69 1.31 -2.41
C 0.97 2.56 -2.01
C 2.34 1.23 -3.63
C 3.05 0.10 -4.01
C 3.78 0.04 -5.33
C 3.09 -0.98 -3.13
C 2.45 -0.93 -1.90
C 2.50 -2.12 -0.97
H -1.50 3.31 3.19
H -1.08 2.58 1.64
H 0.17 2.81 2.88
H -2.24 0.95 3.13
H -1.56 1.91 5.29
H 0.09 1.37 5.07
H -1.22 0.19 5.26
H -1.51 -1.75 3.52
H 0.69 -2.79 1.66
H -1.05 -2.78 1.32
H -0.39 -3.82 2.59
H 1.52 -1.95 3.96
H 0.30 -2.93 4.76
H 0.39 -1.21 5.10
H 1.85 0.50 4.23
H 3.86 1.25 5.20
H 4.88 2.30 4.21
H 5.25 0.59 4.34
H 5.04 1.51 1.61
H 3.63 1.06 -0.31
H -0.10 2.39 -1.86
H 1.08 3.33 -2.77
H 1.35 2.94 -1.06
H 2.30 2.08 -4.30
H 3.38 0.77 -6.04
H 3.71 -0.95 -5.78
H 4.85 0.26 -5.19
H 3.64 -1.87 -3.41
H 2.97 -2.97 -1.46
H 1.49 -2.41 -0.66
H 3.06 -1.89 -0.06
C -1.60 -2.07 -3.92
C -2.16 -0.70 -4.35
C -1.35 0.29 -3.54
O -1.07 -0.42 -2.32
C -0.68 -1.74 -2.74
H -1.04 -2.56 -4.71
H -2.41 -2.74 -3.61
H -3.21 -0.62 -4.08
H -2.07 -0.53 -5.42
H -1.87 1.21 -3.29
H -0.39 0.52 -4.02
H -0.79 -2.41 -1.89
H 0.37 -1.69 -3.04
*
```

## Properties
calculated total energy	-4257.0454	Ha
Kohn-Sham gap (alpha / beta)	8.0 / 8.0	eV
relative energy (zero: lowest compared OMol25 entry of this formula, charge and spin)	0.000	eV
strongest force on any atom	0.4	eV/Å
LUMO energy (alpha / beta)	0.62 / 0.61	eV

C28H39N2O2P2RuS4 | wB97M-V/def2-TZVPD

ORCA input file:
```
! wB97M-V def2-TZVPD RIJCOSX def2/J DEFGRID3
* xyz -1 1
Ru 0.09 0.52 -0.24
C -0.71 -2.25 -1.56
N 0.51 -1.53 -1.13
C 1.09 -2.27 0.04
C 2.09 -1.47 0.85
N 1.41 -0.32 1.49
C 0.76 -0.77 2.74
C 2.27 0.79 1.88
C 3.54 0.56 2.39
C 4.31 1.61 2.87
C 3.78 2.89 2.88
C 2.50 3.11 2.38
C 1.72 2.07 1.87
S 0.11 2.38 1.21
C 1.51 -1.48 -2.19
C 1.67 -2.56 -3.07
C 2.66 -2.57 -4.04
C 3.53 -1.49 -4.11
C 3.38 -0.42 -3.25
C 2.36 -0.38 -2.29
S 2.17 1.05 -1.27
H -0.52 -3.31 -1.75
H -1.11 -1.79 -2.47
H -1.46 -2.16 -0.79
H 1.58 -3.18 -0.32
H 0.25 -2.57 0.66
H 2.89 -1.09 0.21
H 2.53 -2.13 1.60
H 1.53 -1.12 3.44
H 0.05 -1.57 2.54
H 0.21 0.06 3.17
H 3.95 -0.44 2.39
H 5.32 1.42 3.24
H 4.37 3.72 3.24
H 2.09 4.11 2.35
H 1.00 -3.41 -3.01
H 2.75 -3.41 -4.71
H 4.32 -1.47 -4.86
H 4.03 0.45 -3.32
C -2.36 -3.79 2.80
C -3.49 -2.82 2.58
O -3.71 -2.68 1.17
P -3.62 -1.23 0.45
S -4.06 -1.54 -1.41
S -1.91 -0.32 1.02
O -4.79 -0.50 1.27
C -4.85 0.93 1.42
C -5.26 1.61 0.14
H -2.18 -3.94 3.87
H -1.45 -3.40 2.35
H -2.58 -4.76 2.34
H -3.28 -1.86 3.04
H -4.42 -3.21 3.01
H -3.89 1.29 1.76
H -5.59 1.10 2.20
H -4.47 1.52 -0.61
H -5.44 2.67 0.31
H -6.16 1.15 -0.27
C -0.54 1.08 -3.61
P -0.74 1.74 -1.92
C 0.06 3.36 -2.12
C -2.50 2.29 -2.01
C -3.46 1.49 -2.61
C -4.77 1.92 -2.76
C -5.15 3.17 -2.30
C -4.21 3.98 -1.67
C -2.90 3.54 -1.52
H -0.95 0.06 -3.67
H 0.52 1.02 -3.83
H -1.05 1.71 -4.35
H -0.39 3.90 -2.95
H 1.12 3.18 -2.31
H -0.02 3.94 -1.20
H -3.19 0.50 -2.96
H -5.50 1.26 -3.21
H -6.17 3.51 -2.40
H -4.50 4.95 -1.28
H -2.18 4.18 -1.02
*
```

## Properties
calculated total energy	-3720.9610	Ha
Kohn-Sham gap	6.6	eV
relative energy (zero: lowest compared OMol25 entry of this formula, charge and spin)	0.187	eV
strongest force on any atom	0.8	eV/Å
LUMO energy	2.70	eV

C28H39N4O3 | wB97M-V/def2-TZVPD

ORCA input file:
```
! wB97M-V def2-TZVPD RIJCOSX def2/J DEFGRID3
* xyz 1 1
C -0.19 -7.59 3.57
N 0.23 -6.46 4.40
C 1.16 -6.81 5.47
C -0.47 -5.30 4.39
O -1.48 -5.16 3.69
C 0.11 -4.23 5.30
C -0.55 -4.53 6.67
C -1.13 -3.26 7.23
C -0.90 -2.14 6.16
N -0.02 -2.74 5.03
C -0.16 -2.32 3.37
C -1.43 -1.60 3.00
C -1.53 -0.57 2.03
C -2.76 0.02 1.78
C -3.92 -0.43 2.44
N -5.15 0.18 2.21
C -6.02 0.41 3.36
C -7.41 0.86 2.94
O -7.38 1.88 1.94
C -6.65 1.49 0.77
C -5.22 1.13 1.10
C -3.82 -1.50 3.34
C -2.59 -2.06 3.61
C 1.17 -1.64 2.99
C 2.15 -2.30 2.27
C 3.34 -1.67 1.92
C 3.58 -0.33 2.34
N 4.80 0.31 2.10
C 5.35 1.11 3.18
C 6.60 1.90 2.78
O 7.48 1.16 1.93
C 6.82 0.70 0.75
C 5.68 -0.27 1.09
C 2.57 0.33 3.07
C 1.38 -0.32 3.41
H -0.55 -7.23 2.60
H 0.67 -8.26 3.43
H -0.99 -8.18 4.06
H 1.75 -5.94 5.80
H 0.65 -7.23 6.36
H 1.85 -7.58 5.09
H 1.18 -4.37 5.31
H -1.35 -5.29 6.60
H 0.24 -4.94 7.33
H -2.19 -3.38 7.48
H -0.61 -2.96 8.15
H -1.86 -1.74 5.82
H -0.30 -1.32 6.62
H 0.97 -2.38 5.31
H -0.19 -3.37 3.00
H -0.65 -0.21 1.49
H -2.81 0.86 1.08
H -6.12 -0.51 3.92
H -5.60 1.17 4.04
H -7.98 -0.01 2.58
H -7.93 1.33 3.79
H -7.13 0.62 0.28
H -6.69 2.36 0.11
H -4.65 2.06 1.30
H -4.78 0.66 0.22
H -4.73 -1.90 3.82
H -2.52 -2.88 4.34
H 1.98 -3.35 1.95
H 4.10 -2.23 1.36
H 5.63 0.49 4.06
H 4.61 1.84 3.52
H 6.28 2.84 2.27
H 7.20 2.14 3.67
H 7.62 0.18 0.19
H 6.41 1.54 0.16
H 6.12 -1.24 1.40
H 5.10 -0.44 0.17
H 2.72 1.38 3.35
H 0.64 0.20 4.02
*
```

## Properties
calculated total energy	-1534.7969	Ha
Kohn-Sham gap	7.6	eV
structure (SMILES)	CN(C)C(=O)[C@@H]1CCC[N@@H+]1C(c1ccc(N2CCOCC2)cc1)c1ccc(N2CCOCC2)cc1
relative energy (zero: lowest compared OMol25 entry of this formula, charge and spin)	0.000	eV
strongest force on any atom	2.5	eV/Å
LUMO energy	-2.53	eV